# 1
The following is a DFT calculation (ωB97M-V with the def2-TZVPD basis set) of a single C4H9NO2 molecule at a distorted geometry.

XYZ file:
```
16
Properties=species:S:1:pos:R:3:forces:R:3
H -0.29034 0.25680 -2.66889 -0.02 0.10 -0.18
C -1.65177 -0.16992 1.04715 -0.47 -0.08 -0.58
H -2.66255 -0.58062 1.00606 -0.21 0.07 0.17
H -1.74099 0.83497 1.47542 0.32 -0.01 0.07
H 1.18361 1.17575 -2.13189 -0.35 0.33 0.02
O 2.25321 0.64687 0.06296 0.37 0.41 0.20
N 0.19997 0.02920 -0.65081 0.23 1.27 -0.27
H 1.29721 -0.49764 -2.36626 -0.09 -0.41 -0.27
O -0.80748 -1.03007 1.77506 -0.05 -0.24 0.68
C 1.07327 0.54132 0.28575 -1.13 -0.48 -0.68
H -1.20244 -1.23498 2.64150 0.20 0.20 -0.59
H 0.54726 0.86376 1.18952 0.44 -0.13 0.40
C -1.22602 -0.14604 -0.42700 0.58 -0.26 1.22
H -1.82615 0.61935 -0.91296 -0.09 0.06 -0.31
C 0.59591 0.26384 -2.04723 0.58 -0.71 0.55
H -1.45946 -1.13686 -0.79801 -0.33 -0.11 -0.43
```
Forces are in eV/Å.

Computed properties:
Strongest force on any atom, Eh/bohr: 0.0273
Highest occupied orbital energy, eV: -9.1
SMILES: CN(C=O)CCO
Frontier orbital gap, hartree: 0.3588
Energy above the lowest of the compared OMol25 structures with the same formula, charge and spin, kJ/mol: 165.43
Charge: 0
Multiplicity: 1

Results of the Mulliken charge analysis, in e, for atoms 1 through 5: H 0.407; C -0.762; H 0.403; H 0.390; H 0.321

# 2
The following is a DFT calculation (ωB97M-V with the def2-TZVPD basis set) of 2 unconnected molecules or ions with the total composition C4H9NO2.

XYZ file:
```
16
Properties=species:S:1:pos:R:3:forces:R:3
O 3.08254 -1.00508 -0.31103 -0.11 0.24 0.14
H 3.02330 0.29714 1.88398 -0.13 0.01 -0.04
C 2.42698 -0.01855 -0.04551 0.09 -0.05 0.00
H 1.78145 0.48868 -0.77745 0.23 -0.12 -0.02
H -2.79000 -0.17867 0.93724 0.02 -0.05 -0.13
O -0.19092 1.73801 -0.45104 -0.18 -0.38 -0.16
H -2.83800 -1.61211 -0.11313 0.06 0.09 0.10
N 2.37661 0.58986 1.16739 0.13 -0.04 -0.03
H -2.91556 0.00482 -0.80804 0.03 -0.16 0.09
C -0.91484 -0.54088 -0.11090 0.09 0.06 0.05
H -0.51659 -1.41936 -0.63351 -0.09 0.19 0.00
H -0.85858 0.60979 -1.98586 0.04 0.13 0.09
H -0.43736 -0.48147 0.87182 -0.12 0.00 -0.15
H 1.83037 1.42760 1.29578 0.07 -0.12 -0.09
C -2.45291 -0.59601 -0.01426 -0.16 -0.04 0.02
C -0.60647 0.69622 -0.90548 0.04 0.27 0.13
```
Forces are in eV/Å.

Computed properties:
Strongest force on any atom, Eh/bohr: 0.0088
Highest occupied orbital energy, eV: -9.9
SMILES: CCC=O.NC=O
Frontier orbital gap, hartree: 0.3928
Energy above the lowest of the compared OMol25 structures with the same formula, charge and spin, kJ/mol: 121.13
Charge: 0
Multiplicity: 1

Results of the Mulliken charge analysis, in e, for atoms 1 through 5: O -0.590; H 0.205; C 0.068; H 0.376; H 0.303

# 3
The following is a DFT calculation (ωB97M-V with the def2-TZVPD basis set) of a single C4H9NO2 molecule at a distorted geometry.

XYZ file:
```
16
Properties=species:S:1:pos:R:3:forces:R:3
H -1.06405 -0.82747 -1.24087 -0.26 0.18 -0.27
H -1.51720 1.94092 -0.02980 -0.09 0.70 0.21
C -0.26178 -1.88305 0.48610 -0.56 -0.79 -1.52
C -0.44168 1.89461 -0.18621 -0.62 -1.45 0.03
C -0.99354 -0.67125 -0.17885 1.55 -0.31 3.27
H 0.12525 2.66545 0.31787 -0.11 0.19 0.23
H -0.04248 0.52388 1.38791 -0.03 -0.41 -0.36
H -1.90394 -0.57394 0.42847 -0.17 0.13 -0.88
C -0.03558 0.48350 0.28577 0.43 0.67 -0.58
H 1.45311 -2.04765 -0.25401 0.04 0.05 -0.22
H 1.98093 0.83778 0.32770 -0.15 -0.32 -0.16
H -0.28421 1.98005 -1.24713 0.14 0.10 -0.58
O -0.42344 -2.36144 1.56484 -0.40 0.78 0.31
N 1.35853 0.16810 -0.13259 0.01 0.45 0.46
H 1.44770 0.36186 -1.12728 -0.02 -0.08 0.02
O 0.60237 -2.49137 -0.40192 0.23 0.11 0.04
```
Forces are in eV/Å.

Computed properties:
Strongest force on any atom, Eh/bohr: 0.0706
Highest occupied orbital energy, eV: -10.0
SMILES: C[C@H](N)CC(=O)O
Frontier orbital gap, hartree: 0.3963
Energy above the lowest of the compared OMol25 structures with the same formula, charge and spin, kJ/mol: 114.12
Charge: 0
Multiplicity: 1

Results of the Mulliken charge analysis, in e, for atoms 1 through 5: H 0.352; H 0.340; C 0.592; C -1.386; C -0.630

# 4
The following is a DFT calculation (ωB97M-V with the def2-TZVPD basis set) of a single C4H9NO2 molecule.

XYZ file:
```
16
Properties=species:S:1:pos:R:3:forces:R:3
H 0.45183 1.44926 -2.01250 -0.36 -0.10 -0.07
C 0.88924 -1.71624 1.51477 0.00 -0.12 0.05
H 1.78530 0.18655 0.99653 -0.13 -0.10 0.10
O -1.50412 0.72899 -1.50954 0.08 -0.08 0.00
H 1.44661 -2.30948 0.78209 -0.02 0.05 0.13
N 0.15599 -0.08847 -0.21365 -0.08 -0.12 -0.01
H -0.60980 2.57997 -1.17009 -0.07 -0.09 -0.03
H 0.66487 -0.31799 -1.04999 0.11 0.17 0.07
H 1.40518 -1.76664 2.47798 -0.06 -0.12 -0.09
H 0.21164 0.31518 1.78695 0.09 -0.12 -0.03
O -2.02857 -0.24510 0.45461 0.27 0.32 -0.36
C -0.59218 1.76247 -1.89689 -0.02 0.29 -0.25
H -0.11042 -2.14621 1.61372 0.12 0.04 0.04
H -0.95846 2.12035 -2.85118 -0.05 0.10 -0.10
C -1.19237 0.08724 -0.35005 0.05 -0.10 0.34
C 0.79034 -0.27135 1.06732 0.08 -0.01 0.19
```
Forces are in eV/Å.

Computed properties:
Strongest force on any atom, Eh/bohr: 0.0107
Highest occupied orbital energy, eV: -9.7
SMILES: CCNC(=O)OC
Frontier orbital gap, hartree: 0.3842
Energy above the lowest of the compared OMol25 structures with the same formula, charge and spin, kJ/mol: 101.88
Charge: 0
Multiplicity: 1

Results of the Mulliken charge analysis, in e, for atoms 1 through 5: H 0.261; C -1.062; H 0.344; O -0.346; H 0.295

# 5
The following is a DFT calculation (ωB97M-V with the def2-TZVPD basis set) of a single C4H9NO2 molecule.

XYZ file:
```
16
Properties=species:S:1:pos:R:3:forces:R:3
H 0.22133 -2.22670 0.10253 -0.01 0.11 -0.13
O -0.88688 1.78981 0.04424 0.27 0.07 0.09
H 2.06629 0.74604 1.82266 0.62 0.65 -0.42
H -2.16719 1.04533 -1.30644 0.12 -0.04 0.03
O 0.59204 -0.78232 2.15053 -0.18 -0.30 -0.28
H -0.47740 0.91230 -1.80327 -0.09 0.03 0.14
C -1.16117 0.81813 -0.94059 -0.16 -0.23 -0.31
C 0.90685 -0.49054 1.01151 -0.20 -0.15 0.31
H 0.04366 1.71660 0.30561 -0.23 0.03 0.02
H 2.38737 0.72800 0.08155 -0.17 -0.24 0.28
C 0.28303 -1.17194 -0.18037 0.04 -0.07 -0.02
H 0.88754 -1.09267 -1.09305 -0.02 0.10 0.18
H -1.69696 -0.67173 0.51247 0.05 -0.01 -0.14
H -1.63538 -1.27216 -1.15035 0.08 0.12 0.06
N 1.76814 0.57371 0.86813 -0.06 -0.09 0.17
C -1.13127 -0.62185 -0.42517 -0.07 0.04 0.03
```
Forces are in eV/Å.

Computed properties:
Strongest force on any atom, Eh/bohr: 0.0193
Highest occupied orbital energy, eV: -10.1
SMILES: NC(=O)CCCO
Frontier orbital gap, hartree: 0.3969
Energy above the lowest of the compared OMol25 structures with the same formula, charge and spin, kJ/mol: 73.46
Charge: 0
Multiplicity: 1

Results of the Mulliken charge analysis, in e, for atoms 1 through 5: H 0.274; O -0.548; H 0.230; H 0.312; O -0.618

# 6
The following is a DFT calculation (ωB97M-V with the def2-TZVPD basis set) of 2 unconnected molecules or ions with the total composition C4H9NO2.

XYZ file:
```
16
Properties=species:S:1:pos:R:3:forces:R:3
C 1.57308 0.11554 -0.07652 -0.05 -0.06 -0.21
H -2.16477 0.10786 0.83792 0.14 0.21 0.11
H -0.29066 0.48539 -1.64636 -0.23 0.19 0.49
O -0.93306 1.72411 0.86111 -0.35 -0.30 -0.42
H -1.88087 1.19869 -1.58579 -0.23 0.00 -0.43
O 2.66472 -0.11573 0.78336 0.17 0.15 0.33
C -1.40783 0.74742 0.33671 -0.29 0.67 -0.47
H 1.14507 1.11967 0.07545 0.04 -0.30 0.01
C -1.27061 0.40765 -1.15720 -0.27 0.27 -0.05
H 2.28648 -0.06330 1.67167 0.24 -0.04 0.03
H -1.70841 -0.56596 -1.41197 0.00 0.27 0.18
N -0.06609 -0.90814 1.33172 0.47 -0.58 -0.22
C 0.52312 -0.94115 0.20456 0.19 -0.25 0.38
H 0.33917 -1.70812 -0.55450 -0.01 0.02 0.07
H 1.94352 0.05078 -1.10437 -0.02 -0.09 0.15
H -0.75285 -1.65471 1.43421 0.21 -0.17 0.03
```
Forces are in eV/Å.

Computed properties:
Strongest force on any atom, Eh/bohr: 0.0169
Highest occupied orbital energy, eV: -9.8
SMILES: [H]/N=C/CO.CC=O
Frontier orbital gap, hartree: 0.3890
Energy above the lowest of the compared OMol25 structures with the same formula, charge and spin, kJ/mol: 299.86
Charge: 0
Multiplicity: 1

Results of the Mulliken charge analysis, in e, for atoms 1 through 5: C -0.352; H 0.332; H 0.277; O -0.509; H 0.346

# 7
The following is a DFT calculation (ωB97M-V with the def2-TZVPD basis set) of a single C4H9NO2 molecule.

XYZ file:
```
16
Properties=species:S:1:pos:R:3:forces:R:3
C 0.05202 -1.41289 0.06866 0.00 -0.04 -0.02
H -0.42877 2.69066 -0.23630 -0.18 -0.23 -0.04
H -0.24303 -2.18324 0.79113 0.07 0.12 -0.08
O -0.80283 1.87555 0.12683 0.03 0.38 -0.03
H -1.86548 -1.02978 -0.79662 0.09 0.08 0.13
H 2.31211 0.83184 1.19326 -0.02 -0.05 0.11
H -1.60418 1.11337 -1.61203 0.03 -0.10 0.05
C -0.83245 0.85580 -0.88054 -0.06 -0.17 -0.25
C -1.14010 -0.47718 -0.18887 -0.05 0.09 0.00
H 0.30721 -1.96982 -0.84033 0.01 0.16 0.09
C 1.38034 -0.84311 0.56719 0.07 -0.08 0.01
H 0.13190 0.79736 -1.40220 -0.13 0.08 0.04
H -1.64912 -0.23027 0.74931 0.04 -0.04 -0.09
H 0.59947 1.07346 0.92080 0.25 -0.19 0.01
N 1.41669 0.46896 0.91249 0.07 -0.14 0.11
O 2.36621 -1.56070 0.62724 -0.22 0.15 -0.05
```
Forces are in eV/Å.

Computed properties:
Strongest force on any atom, Eh/bohr: 0.0074
Highest occupied orbital energy, eV: -9.5
SMILES: NC(=O)CCCO
Frontier orbital gap, hartree: 0.3711
Energy above the lowest of the compared OMol25 structures with the same formula, charge and spin, kJ/mol: 68.43
Charge: 0
Multiplicity: 1

Results of the Mulliken charge analysis, in e, for atoms 1 through 5: C -0.378; H 0.294; H 0.279; O -0.621; H 0.319

# 8
The following is a DFT calculation (ωB97M-V with the def2-TZVPD basis set) of a single C4H9NO2 molecule at a distorted geometry.

XYZ file:
```
16
Properties=species:S:1:pos:R:3:forces:R:3
H 0.47865 -2.43607 1.97824 -0.38 0.21 0.11
C 0.21290 -1.50317 0.26076 -0.24 3.36 0.84
N 0.17160 1.07398 -0.19900 0.41 -2.19 -0.60
H -1.93705 0.77191 -0.35130 -0.03 0.13 -0.57
O -0.61392 1.34501 -2.34262 0.53 0.13 -0.36
H -1.36683 2.40992 0.11255 -0.33 -0.22 -0.10
H -1.43012 1.06331 1.23926 0.66 0.05 0.39
C -1.20133 1.33497 0.21358 -0.20 0.52 0.58
C 0.25773 0.96579 -1.59995 -1.33 0.23 1.48
H 0.20736 -1.68208 -0.81484 0.37 -1.07 0.17
C 0.91776 -0.09974 0.41039 -0.13 1.05 -0.37
H 1.87951 -0.06570 -0.09227 0.13 -0.48 -0.44
O 0.86482 -2.39348 1.10696 0.55 -1.12 -0.86
H 1.27120 0.14252 1.41356 -0.87 -0.16 0.40
H 1.12487 0.38053 -1.86035 0.76 0.03 -0.77
H -0.83715 -1.30770 0.52504 0.09 -0.48 0.10
```
Forces are in eV/Å.

Computed properties:
Strongest force on any atom, Eh/bohr: 0.0675
Highest occupied orbital energy, eV: -9.5
SMILES: CN(C=O)CCO
Frontier orbital gap, hartree: 0.3730
Energy above the lowest of the compared OMol25 structures with the same formula, charge and spin, kJ/mol: 198.83
Charge: 0
Multiplicity: 1

Results of the Mulliken charge analysis, in e, for atoms 1 through 5: H 0.329; C -0.212; N -0.012; H 0.348; O -0.536

- Which value of energy above the lowest of the compared OMol25 structures with the same formula, charge and spin does entry 6 give?
  299.86 kJ/mol